The following is a DFT calculation (the ωB97M-V functional and the def2-TZVPD basis) of a 14-piece molecular cluster, C56H154N14O14 overall in a non-equilibrium geometry.

## Properties
HOMO-LUMO gap (eV): 9.1
HOMO level (eV): -8.60
Energy above the lowest of the compared OMol25 structures with the same formula, charge and spin (kcal per mole): 113.20
LUMO level (eV): 0.532
Molecular weight (g/mol): 1247.93

Last column: Mulliken charge in e.
Cartesian coordinates (Å):
C -20.62973 -9.77084 -12.02464  0.4029
C -21.49347 -9.65006 -10.79762  2.0183
C -22.97466 -10.20049 -10.91034  -0.4552
O -23.69295 -9.58042 -11.92785  -0.0261
C -25.10301 -9.80066 -11.69069  1.3024
N -20.88564 -10.41242 -9.71747  1.0279
H -20.92998 -9.12078 -12.83715  -0.0216
H -20.66885 -10.82644 -12.39764  -0.7293
H -19.56666 -9.46989 -11.81097  0.0303
H -21.70606 -8.61120 -10.46559  -0.7872
H -23.43557 -9.98403 -9.92214  -0.1043
H -22.98825 -11.28457 -11.00965  -0.4097
H -25.68320 -9.55702 -12.62761  0.1772
H -25.36821 -9.20445 -10.76767  -0.6912
H -25.10779 -10.89454 -11.42537  -0.4431
H -21.01221 -10.09169 -8.80142  -0.5521
H -19.87495 -10.44072 -9.90951  -0.4122
C -17.35501 -13.27002 -9.70362  -1.0959
C -17.63239 -12.99448 -11.15654  -0.5526
C -18.97064 -13.47148 -11.59354  1.9468
O -18.97621 -14.84268 -11.64376  -0.6560
C -20.18379 -15.29153 -12.22511  -0.3943
N -17.38127 -11.60778 -11.48239  -0.1877
H -17.95016 -12.65093 -9.00966  -0.1784
H -16.33275 -13.00490 -9.52534  0.5234
H -17.46224 -14.35522 -9.40942  0.3207
H -16.98640 -13.57672 -11.74545  0.6216
H -19.01952 -13.09619 -12.61683  -1.1458
H -19.80336 -12.99610 -11.00042  -0.2348
H -21.01054 -14.86808 -11.69708  0.0737
H -20.15003 -16.37376 -12.06200  0.3336
H -20.17155 -15.12000 -13.31351  0.2404
H -17.57159 -11.38355 -12.46357  0.1245
H -17.86159 -10.95700 -10.89959  -0.2400
C -30.11648 -13.39229 -10.72140  -1.6126
C -29.24408 -13.08543 -11.93087  0.7338
C -29.88042 -12.01087 -12.82633  -1.0447
O -28.99670 -11.85838 -13.90314  -0.0256
C -29.29058 -10.95771 -14.83310  -0.2885
N -27.97596 -12.57192 -11.43633  0.1944
H -29.57322 -13.81315 -9.86584  0.3917
H -30.88159 -14.13720 -10.92604  0.4228
H -30.44619 -12.43099 -10.27568  0.3951
H -29.03668 -13.96572 -12.54360  0.2848
H -29.95343 -11.13233 -12.24012  0.2153
H -30.94233 -12.26302 -13.18095  0.3609
H -30.19787 -11.18698 -15.37774  0.3652
H -28.51257 -10.92774 -15.62618  -0.2098
H -29.41047 -9.97568 -14.30964  0.1525
H -27.58329 -11.85041 -11.98213  -0.0612
H -27.22391 -13.21255 -11.11504  -0.2711
C -15.64190 -8.42659 -19.23230  -1.2361
C -16.92590 -7.90362 -19.76343  0.5391
C -18.13494 -8.63816 -19.30574  -0.8770
O -18.30403 -8.40134 -17.87199  -0.0485
C -19.59653 -8.22323 -17.42372  -0.8672
N -17.06287 -6.49866 -19.50568  -0.6788
H -14.76550 -7.90531 -19.58233  0.3864
H -15.43986 -9.51092 -19.43210  0.3300
H -15.64265 -8.35759 -18.08918  0.1198
H -16.95857 -8.06555 -20.85547  0.2877
H -17.93826 -9.71492 -19.43945  0.2906
H -19.08515 -8.36378 -19.84339  0.4062
H -19.53479 -7.79540 -16.41563  -0.0022
H -20.19460 -9.12990 -17.37178  0.2626
H -20.29151 -7.58609 -17.93382  0.5426
H -16.92960 -6.19686 -18.53168  0.2044
H -16.34878 -5.97696 -19.99795  0.2960
C -19.12995 -11.15963 -14.86080  0.1569
C -18.48034 -12.49402 -15.22420  1.1553
C -19.13369 -12.98571 -16.51812  -1.3012
O -20.50900 -13.08028 -16.43387  0.0191
C -21.04864 -13.60423 -17.67519  -0.5866
N -17.04182 -12.25428 -15.29735  -0.6079
H -18.58737 -10.67119 -14.06515  -0.2532
H -20.16658 -11.16604 -14.67373  0.1178
H -19.17184 -10.47387 -15.79139  -0.2219
H -18.66854 -13.15543 -14.40910  0.0643
H -18.65055 -13.91754 -16.84050  0.4222
H -18.82790 -12.27696 -17.32930  0.2030
H -22.12086 -13.62604 -17.56559  -0.1524
H -20.66664 -14.62988 -17.88461  0.3618
H -20.86619 -12.90325 -18.48952  0.3360
H -16.59443 -13.11709 -15.32590  0.2963
H -16.78302 -11.67543 -16.07435  0.2009
C -16.71980 -6.34848 -10.15845  -1.6391
C -17.54192 -7.61383 -10.69258  2.4669
C -16.87482 -8.03483 -11.95562  -0.1277
O -17.26077 -7.14006 -12.97665  -0.3375
C -16.73012 -7.36787 -14.21624  -0.7423
N -17.58473 -8.64801 -9.65669  0.0009
H -16.58229 -5.66661 -11.01927  0.3236
H -15.76247 -6.71053 -9.76032  0.4293
H -17.38574 -5.86320 -9.43084  0.3057
H -18.53720 -7.22455 -11.00688  -1.8352
H -17.16327 -9.06590 -12.22699  -0.1600
H -15.77481 -8.09702 -11.88790  0.4586
H -15.67736 -7.61546 -14.10702  0.4185
H -16.77858 -6.47407 -14.78734  0.3294
H -17.19145 -8.23348 -14.68792  0.1241
H -18.05144 -8.33469 -8.83630  -0.0193
H -16.67495 -8.97722 -9.36980  0.2565
C -22.74910 -4.96643 -13.11792  -1.5136
C -21.78500 -6.10294 -13.06546  2.4710
C -21.28536 -6.47513 -14.45987  -0.7347
O -22.34270 -6.80144 -15.30320  -0.5380
C -22.69724 -8.19051 -15.27188  0.8000
N -20.64953 -5.75648 -12.20094  -0.0950
H -23.61909 -5.13433 -13.77545  0.2272
H -22.27304 -4.06280 -13.60092  0.4215
H -23.11016 -4.70444 -12.06370  0.3270
H -22.36962 -6.98197 -12.66607  -1.3878
H -20.45575 -7.16702 -14.43982  -0.0515
H -20.80029 -5.52099 -14.74513  0.4407
H -23.55131 -8.24793 -15.89629  0.5023
H -22.93586 -8.49515 -14.27176  -0.5215
H -21.84259 -8.82056 -15.65414  -0.4009
H -19.88491 -6.44776 -12.21815  -0.2822
H -20.27272 -4.82200 -12.30535  0.2856
C -22.22226 -13.61404 -7.36541  -1.7116
C -20.81011 -14.00134 -7.90937  2.2439
C -19.81271 -14.03653 -6.71616  -0.3661
O -19.78777 -15.26700 -6.05401  -0.4213
C -18.80611 -15.34082 -5.03663  -0.8397
N -20.81003 -15.33777 -8.60353  -0.6634
H -22.21790 -12.53136 -7.19310  0.2932
H -22.31993 -14.20601 -6.47430  0.3172
H -23.04138 -13.86395 -8.01596  0.2233
H -20.49146 -13.26352 -8.68058  -0.7658
H -19.97786 -13.24896 -5.87862  -0.1434
H -18.75327 -13.71987 -6.93713  0.3691
H -17.81031 -15.47969 -5.42471  0.3247
H -18.96277 -16.22692 -4.37548  0.3147
H -18.73831 -14.52812 -4.37918  0.2771
H -20.67329 -16.10635 -7.93464  0.3252
H -20.03366 -15.35654 -9.26350  0.1869
C -27.70825 -8.63741 -8.58699  -1.9938
C -27.83584 -10.12322 -8.88411  1.6354
C -26.65299 -10.80632 -8.35127  0.2016
O -26.60039 -10.80342 -6.88844  -0.4491
C -26.24413 -12.07940 -6.40780  -0.4376
N -29.11657 -10.69472 -8.48086  -0.7397
H -27.59575 -8.46987 -7.57763  0.5367
H -28.58852 -8.16219 -8.93636  0.5767
H -26.85290 -8.25069 -9.13779  0.1921
H -27.77573 -10.18005 -9.93056  -0.4533
H -25.71824 -10.34554 -8.79843  -0.4491
H -26.65061 -11.85311 -8.67987  0.3581
H -26.87817 -12.92634 -6.83789  0.2937
H -26.44744 -12.01455 -5.32164  0.3018
H -25.19655 -12.28900 -6.61218  0.0244
H -29.19555 -11.55773 -8.90292  0.0509
H -29.15228 -10.84785 -7.49343  0.3028
C -26.90747 -6.33186 -11.87638  -0.7961
C -27.76678 -6.62475 -13.13450  1.2989
C -29.05138 -5.88439 -12.99325  -1.1242
O -29.70897 -6.18154 -11.76028  -0.3841
C -30.18414 -7.54571 -11.65202  -0.4459
N -27.25204 -6.23522 -14.42679  -0.6934
H -25.94269 -6.85741 -11.93433  -0.2217
H -27.33650 -6.68235 -10.99802  0.3510
H -26.70400 -5.28754 -11.73095  0.4496
H -27.91469 -7.73003 -13.16922  -0.4288
H -29.69913 -6.11961 -13.81629  0.4212
H -28.83699 -4.84079 -12.85114  0.4633
H -29.34544 -8.16829 -11.32889  -0.0713
H -30.58102 -8.04854 -12.51551  0.3271
H -30.96377 -7.56699 -10.87096  0.3670
H -26.42926 -6.62607 -14.77842  0.2330
H -27.04739 -5.24534 -14.31056  0.2837
C -25.47586 -15.80404 -12.35760  -1.3863
C -24.65011 -15.02543 -11.38503  0.6998
C -24.17201 -13.77775 -12.00622  0.6628
O -23.46530 -14.08764 -13.16688  -0.6766
C -22.61744 -13.05211 -13.53435  0.0931
N -25.45630 -14.59644 -10.24126  -0.4539
H -24.92589 -16.30624 -13.15674  0.2727
H -26.24571 -15.16308 -12.81739  -0.0077
H -26.05676 -16.56404 -11.86645  0.5044
H -23.80201 -15.61927 -11.06466  0.3707
H -23.49461 -13.20560 -11.38923  -0.5687
H -25.06840 -13.13359 -12.19537  -0.1237
H -23.33525 -12.20138 -13.76310  0.0710
H -22.02441 -13.44439 -14.31572  0.5584
H -21.93756 -12.80170 -12.80258  -0.1573
H -25.46188 -15.28272 -9.48636  0.3156
H -25.11361 -13.71543 -9.86709  -0.1391
C -18.32190 -10.91373 -5.14392  -1.5658
C -19.20847 -10.23659 -6.15795  2.2365
C -20.66981 -10.18299 -5.73344  -1.3781
O -21.49526 -9.42982 -6.59417  0.2095
C -22.82406 -9.22225 -6.02988  -0.7131
N -18.62359 -8.92949 -6.40177  -0.4485
H -18.56728 -11.91617 -4.82706  0.1949
H -18.35102 -10.39788 -4.14883  0.4493
H -17.28710 -10.89269 -5.44980  0.4112
H -19.23930 -10.78064 -7.11235  -0.8844
H -20.69661 -9.79559 -4.74567  0.6191
H -21.06381 -11.20462 -5.73872  0.2855
H -23.44237 -8.75806 -6.75149  -0.0370
H -22.65001 -8.58899 -5.12525  0.3055
H -23.23566 -10.22761 -5.71540  0.2372
H -18.44409 -8.39988 -5.52709  0.2985
H -19.08505 -8.32912 -7.06770  -0.2056
C -25.31556 -13.92572 -17.94206  -1.7519
C -25.45477 -13.38805 -16.49311  1.0131
C -25.58810 -11.89368 -16.44780  -0.2660
O -26.68164 -11.52175 -17.24534  -0.4675
C -26.70682 -10.12603 -17.71214  -0.7217
N -26.49655 -14.12308 -15.78099  -0.4895
H -24.62052 -13.34867 -18.57230  0.3850
H -26.26909 -13.69748 -18.40329  0.5952
H -25.05278 -15.04965 -17.95552  0.3082
H -24.54168 -13.60917 -15.92095  -0.4672
H -24.65349 -11.58835 -16.90485  0.3846
H -25.59211 -11.49804 -15.40935  0.1855
H -25.73227 -9.87705 -18.21396  0.2948
H -26.90602 -9.47202 -16.84773  0.2119
H -27.48582 -10.28262 -18.44522  0.2729
H -26.90559 -14.68808 -16.49145  0.2501
H -26.15390 -14.66318 -15.01753  0.1478
C -20.25614 -4.76248 -7.40769  -1.4597
C -20.95393 -6.10248 -7.77376  0.6446
C -22.32028 -5.81737 -8.49078  -0.7032
O -23.01962 -7.04231 -8.67980  0.0607
C -24.27697 -6.96173 -9.30225  0.0635
N -20.07516 -6.90975 -8.56321  0.1696
H -19.61375 -4.37657 -8.23675  0.2535
H -19.60450 -4.91011 -6.57744  0.3877
H -21.08023 -4.03514 -7.15117  0.3945
H -21.14728 -6.67841 -6.85033  -0.1041
H -22.10291 -5.38159 -9.53325  0.0540
H -22.89585 -5.05552 -7.94853  0.4940
H -24.13191 -7.04522 -10.40515  -0.0889
H -24.93313 -6.22172 -8.91166  0.7727
H -24.85198 -7.84222 -9.02192  -0.7242
H -19.87273 -6.42680 -9.44211  0.1152
H -20.61242 -7.73787 -8.81838  -0.4078